Density functional theory data (wB97M-V/def2-TZVPD) for an isolated molecule of C5H5N in a non-equilibrium geometry.

The geometry in ORCA input format:
```
! RIJCOSX wB97M-V def2-TZVPD def2/J DEFGRID3
* xyz 0 1
N -0.065 1.413 1.775
C -0.003 0.559 1.006
C 0.011 -0.289 -1.309
C 0.064 -0.568 0.114
C -0.109 0.938 -1.792
C 0.114 -1.814 0.626
H 0.219 -1.948 1.682
H -0.272 1.814 -1.131
H 0.051 -2.719 0.009
H 0.100 -1.122 -1.970
H -0.107 1.133 -2.885
*
```

Calculated values
Total energy (hartree): -248.222839
Largest force on an atom (eV/Å): 1.4
Energy relative to the best compared isomer or geometry (same formula, charge and spin) (kJ/mol): 137.0
SMILES string: C=CC(=C)C#N
HOMO level (eV): -9.62
Orbital gap (eV): 9.69